Record 1
C23H20ClMnN5O2S3 as an isolated structure, computed with ωB97M-V/def2-TZVPD.

Properties
LUMO energy (alpha / beta) in eV: 4.51 / 4.51
Relative energy (zero: lowest compared OMol25 entry of this formula, charge and spin) in kJ/mol: 0.0
Spin multiplicity: 6
Frontier orbital gap (alpha / beta) in hartree: 0.1885 / 0.1956
Energy in Ha: -4118.608184
Expectation value of S²: 8.76
Total charge: -2

Last column: Löwdin charge in e.
Cartesian coordinates (Å):
Mn 1.857 0.738 -0.048  0.55
C -1.551 -3.941 -4.271  -0.08
C -1.197 -3.003 -3.149  -0.30
C -1.312 -3.378 -1.812  -0.07
C -0.910 -2.537 -0.798  -0.02
C -0.382 -1.245 -1.023  -0.24
N 0.067 -0.462 0.002  0.01
C -0.610 -0.438 1.188  -0.24
C -2.013 -0.584 1.282  -0.03
C -2.694 -0.481 2.473  -0.06
C -2.038 -0.210 3.676  -0.30
C -2.791 -0.029 4.967  -0.08
C -0.664 -0.061 3.611  0.00
C 0.038 -0.182 2.417  -0.13
N 1.470 -0.059 2.510  -0.11
C 2.253 -0.831 3.300  -0.07
C 3.421 -0.151 3.538  -0.08
C 3.252 1.073 2.864  -0.17
N 2.070 1.149 2.284  0.05
C -0.302 -0.871 -2.383  -0.11
C -0.677 -1.744 -3.399  0.00
N 0.106 0.430 -2.804  -0.07
C -0.485 1.164 -3.775  -0.08
C 0.298 2.276 -3.980  -0.07
C 1.360 2.129 -3.069  -0.16
N 1.229 1.019 -2.371  0.05
H -2.360 -4.616 -3.982  0.06
H -0.699 -4.562 -4.566  0.07
H -1.877 -3.394 -5.159  0.06
H -1.698 -4.361 -1.559  0.10
H -0.981 -2.869 0.230  0.11
H -2.567 -0.732 0.365  0.11
H -3.776 -0.577 2.466  0.10
H -3.716 -0.611 4.968  0.06
H -3.065 1.018 5.133  0.07
H -2.196 -0.349 5.825  0.06
H -0.092 0.158 4.508  0.12
H 1.937 -1.826 3.565  0.12
H 4.304 -0.513 4.032  0.09
H 3.964 1.869 2.717  0.10
H -0.541 -1.414 -4.424  0.11
H -1.414 0.847 -4.216  0.11
H 0.111 3.083 -4.667  0.08
H 2.201 2.769 -2.853  0.09
S 5.786 -0.621 0.756  0.27
C 4.528 -0.194 -0.261  -1.88
S 4.212 1.501 -0.681  0.28
S 3.357 -1.320 -0.879  0.30
Cl -0.521 5.535 0.739  0.48
C -0.809 4.401 -0.637  -0.50
C -0.713 2.920 -0.188  -0.76
O -1.787 2.334 -0.016  -0.02
O 0.464 2.499 -0.069  -0.12
H -0.041 4.628 -1.372  0.05
H -1.805 4.629 -1.005  0.05

=====

Record 2
C23H20ClN8OSSr as an isolated structure, computed with ωB97M-V/def2-TZVPD.

Properties
LUMO energy in eV: 2.12
Relative energy (zero: lowest compared OMol25 entry of this formula, charge and spin) in kJ/mol: 313.9
Frontier orbital gap in hartree: 0.1904
Energy in Ha: -2290.918244
Total charge: -1

Last column: Löwdin charge in e.
Cartesian coordinates (Å):
Sr -2.010 1.141 0.714  1.39
N 1.278 4.680 1.616  0.11
C 0.796 3.703 0.755  -0.53
S 0.116 1.841 2.869  0.36
N -0.328 3.901 0.181  0.05
N -0.823 2.890 -0.624  -0.12
C -0.486 2.848 -1.856  -0.11
C -0.964 1.886 -2.824  -0.15
C -0.322 1.880 -4.071  -0.07
C -0.663 1.001 -5.074  -0.13
C -1.697 0.093 -4.834  -0.11
C -2.361 0.077 -3.632  -0.03
C -2.034 0.961 -2.567  -0.40
O -2.671 0.913 -1.452  -0.32
H 1.783 4.234 2.375  0.08
H 0.520 5.241 1.979  0.09
H 0.217 3.598 -2.233  0.13
H 0.482 2.592 -4.233  0.10
H -0.139 1.009 -6.021  0.08
H -1.980 -0.615 -5.606  0.09
H -3.160 -0.631 -3.448  0.10
N -3.619 -3.416 1.493  0.08
C -3.513 -2.103 1.114  -0.20
N -2.433 -1.428 1.080  0.02
C -1.219 -2.068 1.452  -0.31
N -0.103 -1.401 1.543  0.04
N -0.075 -0.166 1.098  -0.33
C 0.932 0.639 1.741  -0.75
C 1.979 1.300 0.760  -0.43
C 3.338 1.233 1.440  -0.09
C 4.363 1.956 0.985  -0.12
C 4.133 2.944 -0.043  -0.09
C 2.868 3.361 -0.217  -0.13
N 1.780 2.738 0.385  0.01
C -1.238 -3.490 1.771  -0.10
C -0.090 -4.232 2.050  -0.03
C -0.169 -5.584 2.357  -0.11
C -1.390 -6.235 2.369  -0.12
C -2.547 -5.519 2.073  -0.05
C -2.466 -4.170 1.783  -0.20
H -4.496 -3.888 1.370  0.13
H -4.452 -1.631 0.837  0.12
H 1.527 -0.033 2.367  0.07
H 3.451 0.552 2.273  0.10
H 5.348 1.864 1.426  0.10
H 4.944 3.441 -0.555  0.09
H 2.627 4.243 -0.801  0.12
H 0.861 -3.719 2.019  0.11
H 0.738 -6.134 2.576  0.09
H -1.452 -7.291 2.598  0.09
H -3.515 -6.010 2.074  0.10
Cl 3.141 -0.813 -0.658  0.58
C 1.975 0.538 -0.600  -0.50
H 1.004 0.078 -0.750  0.05
H 2.213 1.200 -1.426  0.07